No. 1
The following is a DFT calculation (ωB97M-V with the def2-TZVPD basis set) of a single C2H4OS molecule at a distorted geometry.

Each line ends with the Mulliken charge.
CARTESIAN COORDINATES (ANGSTROEM)
O: 1.52415 0.32362 1.17015  -0.4319
C: 1.07243 0.48234 0.09646  0.1746
C: -0.14427 -0.52666 -0.42133  -0.6572
S: -1.67996 0.55251 -0.01251  -0.2110
H: 1.29425 1.13736 -0.74066  0.3293
H: -0.07675 -0.68488 -1.57480  0.3156
H: 0.00030 -1.28345 0.31497  0.3351
H: -1.99016 -0.00084 1.16773  0.1455

Calculated values
* relative energy (zero: lowest compared OMol25 entry of this formula, charge and spin): 131.8 kJ/mol
* structure (SMILES): O=CCS
* E_HOMO: -9.1064 eV

No. 2
The following is a DFT calculation (ωB97M-V with the def2-TZVPD basis set) of a single C3H5NO2 molecule at a distorted geometry.

Each line ends with the Mulliken charge.
CARTESIAN COORDINATES (ANGSTROEM)
O: 0.22397 0.21224 -2.21520  -0.4528
C: 1.08850 0.21351 -1.38701  0.0172
C: 0.87208 -0.40696 0.00871  -0.4989
N: -0.52906 -0.67178 0.26422  -0.1038
C: -1.09318 -0.07654 1.36671  0.0736
O: -0.66851 0.88282 1.95233  -0.5340
H: 2.09006 0.62370 -1.58803  0.3464
H: 1.18540 0.25715 0.80691  0.3610
H: 1.43532 -1.33970 -0.08798  0.2785
H: -1.07028 -1.45819 -0.02227  0.2264
H: -2.01385 -0.61602 1.63009  0.2864

Calculated values
* relative energy (zero: lowest compared OMol25 entry of this formula, charge and spin): 105.3 kJ/mol
* structure (SMILES): O=CCNC=O
* E_HOMO: -9.9202 eV

No. 3
The following is a DFT calculation (ωB97M-V with the def2-TZVPD basis set) of 2 unconnected molecules or ions with the total composition C3H9NO2 at a distorted geometry.

Each line ends with the Mulliken charge.
CARTESIAN COORDINATES (ANGSTROEM)
C: -1.30712 -0.42230 0.48490  -1.2495
C: 0.07237 -1.04365 0.35124  -0.0542
C: 1.10253 -0.19028 -0.18624  0.4305
N: 2.18390 0.01520 0.66476  -0.3979
O: 0.99093 0.28554 -1.31962  -0.6897
H: -1.73261 0.05551 -0.34719  0.4378
H: -1.99675 -1.30831 0.65917  0.2824
H: -1.35440 0.29518 1.30903  0.3295
H: 0.03407 -1.95856 -0.23082  0.2856
H: 0.37461 -1.27387 1.42378  0.1519
H: 2.21035 -0.41580 1.55805  0.2047
H: 2.80434 0.85402 0.61525  0.2486
O: -1.34370 1.60473 -1.99514  -0.6745
H: -0.40399 1.35239 -1.72151  0.3957
H: -1.63454 2.15021 -1.26566  0.2989

Calculated values
* relative energy (zero: lowest compared OMol25 entry of this formula, charge and spin): 72.7 kJ/mol
* structure (SMILES): CCC(N)=O.O
* E_HOMO: -10.1491 eV

No. 4
The following is a DFT calculation (ωB97M-V with the def2-TZVPD basis set) of a single C8H11IN2O2S molecule at a distorted geometry.

Each line ends with the Mulliken charge.
CARTESIAN COORDINATES (ANGSTROEM)
C: 2.00971 -2.78248 -1.13280  -0.3842
C: 3.13080 -2.71709 -0.28622  -0.2567
C: 0.90639 -0.71437 -0.54999  -0.1031
C: 3.11091 -0.36796 0.12038  -0.0383
C: -1.79810 1.02745 -1.31317  -1.9164
C: -2.56061 0.88920 1.12839  -1.8654
C: -0.62398 2.19207 0.55874  -1.4149
C: -1.39578 1.03858 0.17408  1.3084
N: 1.12023 -1.79657 -1.07717  -0.1356
N: 3.41844 -1.51869 -0.08558  -0.0994
O: -1.31571 -1.64399 0.45730  -0.6769
O: 0.08455 -0.30816 1.98260  -0.6328
S: -0.43268 -0.52142 0.65800  1.3659
I: 4.17015 1.38578 -0.30684  0.0805
H: 1.80067 -3.67814 -1.66800  0.3984
H: 3.58898 -3.48862 0.27607  0.4161
H: -2.26910 0.14285 -1.52311  0.5579
H: -2.35781 1.83490 -1.51553  0.5787
H: -0.88449 0.76051 -1.93317  0.3349
H: -3.20331 0.20448 0.64484  0.4498
H: -2.97836 1.92004 1.27368  0.4019
H: -2.21353 0.54271 2.01689  0.5940
H: -0.55474 2.13009 1.66095  0.4288
H: 0.40269 2.27176 0.16716  0.2481
H: -1.15530 3.19708 0.27248  0.3601

Calculated values
* relative energy (zero: lowest compared OMol25 entry of this formula, charge and spin): 162.4 kJ/mol
* E_HOMO: -8.2386 eV

No. 5
The following is a DFT calculation (ωB97M-V with the def2-TZVPD basis set) of a molecular structure, C31H32Cl2N3O2OsP at a distorted geometry.

Each line ends with the Mulliken spin population.
CARTESIAN COORDINATES (ANGSTROEM)
Os: 0.10647 0.04754 -0.14883  2.4910
C: 1.22831 1.53959 -2.51843  -0.0198
C: 2.62539 0.97729 -2.31319  0.0068
C: 3.57915 1.70079 -3.26813  -0.0004
C: 3.06129 1.16101 -0.85781  -0.0176
C: 4.52298 0.79485 -0.56441  0.0064
O: 4.43462 -0.05676 0.61267  0.0320
C: 3.18434 -0.28682 0.89828  0.0115
N: 2.31995 0.29427 0.10834  0.1379
C: 2.94420 -1.12494 2.08286  -0.0083
C: 4.08344 -1.53212 2.78259  0.0008
C: 3.99450 -2.34138 3.90583  -0.0016
C: 2.75610 -2.77884 4.34417  0.0036
C: 1.61038 -2.39036 3.66108  -0.0094
C: 1.68464 -1.55227 2.54774  0.0444
P: 0.06071 -1.19647 1.84439  0.0873
C: -0.93364 -0.27494 3.10015  0.2271
C: -0.43430 0.01758 4.38079  -0.0646
C: -1.25202 0.63942 5.29760  0.2750
C: -2.58555 1.02237 4.93158  0.2013
C: -3.08739 0.72955 3.63906  0.1828
C: -2.26805 0.12084 2.73365  0.0361
C: -0.71783 -2.80152 1.60380  0.0292
C: 0.08989 -3.82533 1.09207  -0.0054
C: -0.44160 -5.09107 0.92670  0.0069
C: -1.77763 -5.33276 1.24634  0.0059
C: -2.57927 -4.31423 1.74484  0.0013
C: -2.05910 -3.04064 1.91943  0.0163
H: 0.84087 1.31952 -3.51265  0.0031
H: 1.19170 2.61731 -2.35185  -0.0014
H: 0.48021 1.08650 -1.80685  0.0427
H: 2.63352 -0.09734 -2.53421  -0.0053
H: 3.67211 2.75947 -3.01327  0.0001
H: 3.20431 1.64657 -4.28989  0.0004
H: 4.57370 1.25726 -3.26550  -0.0001
H: 2.86534 2.20654 -0.59216  0.0034
H: 5.15132 1.64458 -0.31912  0.0013
H: 5.00031 0.22078 -1.35527  0.0006
H: 5.05604 -1.21569 2.43460  0.0011
H: 4.89325 -2.64057 4.42923  0.0001
H: 2.67102 -3.42997 5.20540  -0.0003
H: 0.64818 -2.76518 3.99275  -0.0002
H: 0.57192 -0.25929 4.66318  -0.0048
H: -0.89488 0.82343 6.30435  0.0041
H: -3.21149 1.53592 5.65093  -0.0248
H: -4.10732 0.98423 3.37895  0.0079
H: -2.63793 -0.09158 1.73724  -0.0270
H: 1.13227 -3.64022 0.85191  -0.0053
H: 0.18351 -5.89606 0.56282  0.0006
H: -2.19032 -6.32369 1.10734  0.0000
H: -3.60917 -4.51129 2.01084  0.0004
H: -2.69561 -2.26662 2.32692  0.0023
N: -2.01172 5.88630 3.60021  0.0022
C: -1.79839 4.58476 3.66701  0.0031
O: -2.11801 3.81890 4.57279  0.1000
C: -1.12309 3.85352 2.52316  0.0063
C: -1.82893 3.50526 1.37436  -0.0007
C: -1.32531 2.50588 0.57105  0.0217
N: -0.17368 1.86058 0.86513  0.0707
C: 0.56469 2.28388 1.91191  0.0130
C: 0.12253 3.27216 2.75529  -0.0068
H: -2.46483 6.35625 4.37505  -0.0007
H: -1.69421 6.46016 2.83483  0.0011
H: -2.78721 3.95004 1.13560  0.0003
H: -1.87159 2.18887 -0.31041  0.0078
H: 1.49948 1.76981 2.09377  0.0020
H: 0.71375 3.54664 3.62017  0.0038
Cl: 0.73148 -2.17977 -4.16497  0.0140
C: 0.42279 -2.82413 -2.58797  0.0279
Cl: -0.62189 -1.64852 -1.61059  0.0521
H: 1.34306 -2.97358 -2.03544  0.0038
H: -0.19015 -3.71875 -2.64356  0.0030

Calculated values
* expectation value of S²: 6.0412
* 2S+1: 5
* net charge: +4
* E_HOMO (spin up / spin down): -19.9788 / -19.9643 eV